A structure of composition C3H4ClN3S in a non-equilibrium geometry, computed with wB97M-V/def2-TZVPD.

Structure (XYZ):
```
12
Properties=species:S:1:pos:R:3:forces:R:3
C -0.6022 -0.0059 -1.7516 1.153 1.943 -3.460
C 0.2925 0.6256 -0.7958 -2.648 -2.195 0.525
C -0.0565 -0.0767 0.3683 1.723 0.059 -0.821
H -2.4563 -1.0644 1.5592 2.747 -3.553 -3.181
H -1.9671 -2.7681 0.2813 0.757 4.156 1.964
H -0.5241 0.2610 -2.8982 -0.520 -0.613 2.535
H 0.9126 2.7665 0.2037 1.002 -1.826 -2.429
N -1.6115 -1.8080 0.8471 -3.330 -0.660 2.725
N -0.9401 -0.9609 0.0247 -4.512 -3.117 -2.157
N -1.4098 -0.9574 -1.3004 2.887 1.901 1.742
S 1.4347 1.8553 -0.9336 0.205 3.007 1.943
Cl 0.6474 -0.3561 1.8745 0.535 0.898 0.614
```
Positions in Å, forces in eV/Å.

total charge = 0
lowest unoccupied orbital energy = 0.07 eV
energy above the lowest of the compared OMol25 structures with the same formula, charge and spin = 4.750 eV
gap between HOMO and LUMO = 8.43 eV

For reference, the Löwdin charges in units of e are: atom 1 (C): -0.190, atom 2 (C): -0.741, atom 3 (C): -0.769, atom 4 (H): 0.231, atom 5 (H): 0.173, atom 6 (H): 0.142, atom 7 (H): -0.008, atom 8 (N): -0.038, atom 9 (N): -0.371, atom 10 (N): 0.101, atom 11 (S): 0.719, atom 12 (Cl): 0.752